Record 1
Entry from OMol25: a structure of composition H24O12 at a distorted geometry (ωB97M-V/def2-TZVPD).

Structure (XYZ):
```
36
Properties=species:S:1:pos:R:3:mulliken_charge:R:1
H 0.69 -0.43 -0.55 0.1377
H -0.41 0.08 -1.25 0.2348
H 2.53 -1.80 -0.64 0.3171
H 2.99 -0.39 -1.13 0.2992
H -0.08 -1.37 -3.62 0.2274
H -1.10 -1.20 -2.66 0.2797
H -3.84 1.13 -0.92 0.3022
H -4.56 2.10 0.01 0.2813
H -3.50 0.66 2.22 0.3257
H -2.29 1.53 1.86 0.2566
H 2.28 1.90 -1.91 0.3054
H 2.54 3.29 -2.61 0.2911
H 0.58 0.09 2.31 0.2765
H 0.26 -0.83 3.46 0.3107
H 0.94 -2.18 2.27 0.2304
H 1.91 -3.18 1.89 0.3363
H -2.81 -2.35 0.16 0.3085
H -2.84 -1.43 -0.99 0.2747
H -0.72 3.45 -0.11 0.2834
H -0.67 3.59 -1.67 0.3021
H 3.94 1.75 3.06 0.3217
H 2.76 2.07 2.09 0.3049
H 0.05 -3.11 -1.65 0.3071
H -0.30 -4.02 -0.35 0.3004
O 0.29 -0.56 -1.34 -0.3823
O 3.38 -1.25 -0.83 -0.6255
O -0.23 -0.84 -2.91 -0.5091
O -3.68 1.74 -0.11 -0.5346
O -3.13 1.52 2.46 -0.6135
O 2.95 2.60 -2.18 -0.5871
O 0.81 -0.09 3.24 -0.6004
O 1.05 -3.11 2.38 -0.5852
O -3.39 -2.01 -0.53 -0.5927
O -0.58 4.08 -0.79 -0.5907
O 3.77 2.19 2.20 -0.6231
O 0.42 -3.64 -0.87 -0.5706
```

Frontier orbital gap = 9.2 eV
Relative energy (zero: lowest compared OMol25 entry of this formula, charge and spin) = 8.311 eV
Charge = 0
Calculated total energy = -24953.383 eV
Spin multiplicity = 1

=====

Record 2
Entry from OMol25: a cluster of 12 separate species, H24O12 in total at a distorted geometry (ωB97M-V/def2-TZVPD).

Structure (XYZ):
```
36
Properties=species:S:1:pos:R:3:mulliken_charge:R:1
O 2.71 -1.06 0.85 -0.5295
H 2.83 -1.70 1.51 0.1924
H 3.45 -1.40 0.42 0.2484
O 2.88 1.52 2.38 -0.5964
H 3.69 1.51 2.86 0.3025
H 2.92 0.63 1.99 0.3215
O -1.88 0.64 -1.57 -0.6379
H -2.76 0.46 -1.31 0.3059
H -1.51 -0.07 -1.07 0.2107
O 0.85 -0.24 -3.21 -0.6334
H 0.94 0.30 -3.99 0.2969
H 0.46 0.38 -2.58 0.2709
O -0.52 1.32 1.51 -0.7522
H -0.04 2.16 1.37 0.2846
H -0.20 0.95 2.35 0.2914
O -3.25 1.45 1.81 -0.5963
H -2.30 1.44 1.76 0.4093
H -3.45 1.18 2.69 0.2863
O -2.12 3.33 -0.75 -0.6501
H -1.74 2.45 -0.83 0.3966
H -2.94 3.22 -1.31 0.2915
O -0.69 -2.49 -1.69 -0.6857
H -0.25 -1.70 -1.96 0.2996
H -1.23 -2.75 -2.43 0.3071
O 0.36 -0.38 -0.31 0.0543
H 1.06 -0.77 0.16 0.1971
H -0.08 0.33 0.16 0.1690
O 3.58 0.47 -1.24 -0.6318
H 2.97 -0.18 -0.90 0.3411
H 3.74 1.12 -0.53 0.3243
O -2.58 -1.49 -0.01 -0.5925
H -2.72 -2.30 0.51 0.3019
H -1.98 -1.87 -0.65 0.3191
O 0.04 -2.15 1.73 -0.7123
H 0.27 -2.77 1.06 0.3257
H -0.50 -1.52 1.21 0.2696
```

Frontier orbital gap = 10.3 eV
Relative energy (zero: lowest compared OMol25 entry of this formula, charge and spin) = 2.187 eV
Charge = 0
SMILES = O.O.O.O.O.O.O.O.O.O.O.O
Calculated total energy = -24959.508 eV
Spin multiplicity = 1

=====

Record 3
Entry from OMol25: a cluster of 12 separate species, H24O12 in total at a distorted geometry (ωB97M-V/def2-TZVPD).

Structure (XYZ):
```
36
Properties=species:S:1:pos:R:3:mulliken_charge:R:1
O 2.64 0.63 -2.25 -0.6876
H 3.46 1.25 -2.55 0.3068
H 2.20 1.07 -1.55 0.4190
O -3.35 -2.06 -0.90 -0.6737
H -2.80 -2.31 -1.78 0.3506
H -2.59 -1.86 -0.25 0.3158
O -0.08 -0.09 0.79 -0.0366
H 0.59 0.62 0.77 0.1287
H -0.86 0.20 0.30 0.0435
O 1.37 -2.75 -0.13 -0.6788
H 0.97 -1.83 -0.11 0.3758
H 1.11 -3.07 0.80 0.3339
O 1.37 -0.87 2.67 -0.6735
H 0.79 -1.08 1.88 0.1227
H 2.27 -0.52 2.42 0.4298
O 1.63 1.99 -0.49 -0.5837
H 2.24 2.71 -0.59 0.3045
H 1.00 2.71 -0.40 0.1717
O -2.65 -2.08 1.95 -0.6652
H -3.08 -2.84 1.73 0.2947
H -1.56 -2.19 2.01 0.3609
O -1.84 1.03 -2.95 -0.6304
H -2.03 1.24 -2.09 0.3621
H -1.78 1.81 -3.50 0.2846
O -2.08 1.64 -0.21 -0.5437
H -3.02 1.52 -0.19 0.2806
H -2.16 2.44 0.30 0.2151
O -0.66 -1.18 -2.05 -0.5256
H -0.68 -0.36 -2.48 0.2844
H -0.02 -1.72 -2.68 0.3113
O 3.49 0.20 1.28 -0.6322
H 3.16 0.57 0.46 0.3309
H 4.08 -0.40 1.07 0.2758
O -0.65 1.69 3.20 -0.6325
H -0.48 2.67 2.88 0.2964
H 0.00 1.22 2.64 0.3639
```

Frontier orbital gap = 9.4 eV
Relative energy (zero: lowest compared OMol25 entry of this formula, charge and spin) = 4.849 eV
Charge = 0
SMILES = O.O.O.O.O.O.O.O.O.O.O.O
Calculated total energy = -24956.845 eV
Spin multiplicity = 1

=====

Record 4
Entry from OMol25: a cluster of 12 separate species, H24O12 in total at a distorted geometry (ωB97M-V/def2-TZVPD).

Structure (XYZ):
```
36
Properties=species:S:1:pos:R:3:mulliken_charge:R:1
O 0.23 -2.73 -3.40 -0.5693
H -0.40 -2.47 -3.96 0.2852
H -0.36 -3.24 -2.76 0.2905
O -1.41 -1.23 0.62 -0.4969
H -1.55 -1.70 -0.33 0.2461
H -0.46 -1.11 0.47 0.2875
O -2.03 1.77 -0.40 -0.6043
H -1.44 1.09 -0.42 0.2675
H -2.51 1.67 0.44 0.3576
O 3.97 -2.16 -0.05 -0.6419
H 3.81 -2.38 -0.94 0.3024
H 3.10 -2.52 0.38 0.3280
O 2.24 -0.10 -2.53 -0.6122
H 2.63 0.83 -2.49 0.3129
H 1.89 -0.26 -3.47 0.2983
O 2.80 2.94 0.76 -0.5869
H 3.21 3.81 0.68 0.2847
H 3.10 2.41 1.46 0.2835
O 0.58 1.75 1.23 -0.5181
H 1.04 1.11 0.84 0.2601
H 0.92 2.66 1.09 0.3021
O -4.52 -1.61 -0.35 -0.5854
H -3.83 -2.25 -0.43 0.2503
H -4.29 -1.22 -1.21 0.3257
O 1.54 3.39 -2.38 -0.6060
H 1.67 3.40 -1.45 0.3122
H 0.95 4.07 -2.71 0.2981
O 1.17 -3.29 1.41 -0.6268
H 0.93 -2.92 2.36 0.3414
H 0.72 -4.05 1.50 0.2842
O -1.24 0.36 3.17 -0.7348
H -0.22 0.33 3.04 0.3326
H -1.43 0.23 2.15 0.3103
O -3.67 1.47 2.42 -0.6698
H -2.91 1.18 2.97 0.3819
H -4.24 0.75 2.29 0.3093
```

Frontier orbital gap = 10.0 eV
Relative energy (zero: lowest compared OMol25 entry of this formula, charge and spin) = 4.538 eV
Charge = 0
SMILES = O.O.O.O.O.O.O.O.O.O.O.O
Calculated total energy = -24957.156 eV
Spin multiplicity = 1